(1)
Computed, not measured: C17H29Cl4CuMgO14S as an isolated structure in a non-equilibrium geometry, with ωB97M-V with the def2-TZVPD basis set.

Output
- E_tot (eV) = -157769.316
- total charge = +1
- spin multiplicity = 2
- HOMO energy (alpha / beta) (eV) = -12.75 / -12.75
- expectation value of S² = 0.754

Cartesian coordinates (Å):
Mg 4.12 -12.64 -5.12
Cu 1.35 -10.62 -4.94
S 4.26 -10.34 -4.15
O 4.55 -10.85 -5.53
O 4.13 -11.68 -3.48
O 5.23 -9.44 -3.67
O 2.86 -9.75 -4.15
C 1.51 -13.11 -6.66
O 2.22 -12.43 -5.63
H 2.14 -13.33 -7.53
H 1.17 -14.12 -6.39
H 0.66 -12.52 -6.99
C -0.56 -15.21 -4.05
C -0.67 -16.15 -5.24
C -1.55 -17.38 -5.00
O -2.46 -17.39 -6.09
C -2.35 -16.26 -6.81
O -2.99 -15.97 -7.76
O -1.38 -15.47 -6.29
H -0.12 -14.29 -4.42
H 0.08 -15.71 -3.31
H -1.51 -15.05 -3.53
H 0.34 -16.39 -5.55
H -2.08 -17.39 -4.05
H -0.94 -18.28 -4.98
C 3.14 -17.06 -6.27
C 3.87 -18.15 -5.52
C 5.29 -17.73 -5.01
O 5.23 -17.94 -3.61
C 4.00 -18.38 -3.24
O 3.63 -18.52 -2.13
O 3.24 -18.61 -4.34
H 3.02 -16.17 -5.65
H 2.17 -17.42 -6.59
H 3.79 -16.81 -7.12
H 4.09 -19.03 -6.13
H 5.49 -16.69 -5.28
H 6.04 -18.40 -5.43
C -4.32 -12.76 -7.57
C -3.85 -12.05 -6.33
C -3.51 -12.93 -5.11
O -2.23 -12.44 -4.70
C -1.74 -11.63 -5.63
O -0.62 -11.16 -5.58
O -2.60 -11.37 -6.58
H -4.30 -12.06 -8.40
H -5.38 -13.00 -7.42
H -3.76 -13.66 -7.84
H -4.59 -11.33 -5.99
H -3.42 -13.96 -5.46
H -4.29 -12.89 -4.35
Cl 6.14 -10.88 -10.35
C 4.69 -11.66 -9.74
C 3.79 -10.74 -8.95
Cl 2.85 -9.65 -9.99
H 4.98 -12.56 -9.18
H 4.13 -12.12 -10.56
H 4.35 -10.10 -8.28
H 3.07 -11.36 -8.40
Cl 1.47 -13.31 -10.22
C 0.16 -14.50 -9.99
C -1.21 -13.87 -9.96
Cl -1.68 -13.25 -11.57
H 0.24 -14.90 -8.97
H 0.24 -15.31 -10.71
H -1.28 -13.05 -9.24
H -1.91 -14.65 -9.68

---

(2)
Computed, not measured: C6H16N2O2S as an isolated structure in a non-equilibrium geometry, with ωB97M-V with the def2-TZVPD basis set.

Output
- E_tot (eV) = -24380.219
- energy relative to the best compared isomer or geometry (same formula, charge and spin) (eV) = 12.323
- total charge = 0
- HOMO energy (eV) = -9.17

Cartesian coordinates (Å):
C -1.83 -1.56 1.93
C -0.70 -0.69 1.44
C -1.21 0.69 0.72
C 1.53 0.68 -0.48
C 1.99 1.34 -1.73
C 1.52 0.15 -2.75
H -2.25 -2.91 3.50
H -0.54 -1.70 3.74
H -2.87 -0.97 2.35
H -2.38 -2.17 0.99
H -0.20 -0.14 2.33
H 0.26 -1.32 1.02
H -1.67 0.27 -0.42
H -2.02 1.31 1.38
H 2.40 0.44 0.67
H 0.86 -0.49 -0.71
H 1.53 2.33 -1.89
H 3.16 1.56 -2.10
H 1.73 0.30 -3.86
H 2.26 -0.66 -2.17
H -0.24 -1.49 -2.34
H -0.56 0.72 -3.05
N -1.18 -2.45 2.99
N 0.14 -0.12 -2.48
O -0.38 2.67 -0.86
O 0.60 2.35 1.55
S 0.08 1.86 0.21